[1]
This record from the OMol25 dataset describes the molecule C4H8N2 in a non-equilibrium geometry. The level of theory is ωB97M-V/def2-TZVPD.

Molar mass = 84.12 u
SMILES = CN(C)CC#N
E_LUMO = 0.80 eV
Gap between HOMO and LUMO = 10.67 eV
Charge = 0

Cartesian coordinates (Å):
C1 -1.48276 -0.57609 -0.17905
N1 -0.19309 0.00235 -0.58629
C2 -0.22586 1.38265 0.02061
C3 0.85663 -0.78100 0.06411
C4 2.23273 -0.21473 -0.14613
N2 3.34265 0.12035 -0.22186
H1 -2.36514 0.03198 -0.37136
H2 -1.61462 -1.56933 -0.70122
H3 -1.47832 -0.92698 1.01902
H4 0.70705 1.93255 -0.50230
H5 -0.13928 1.44858 1.16455
H6 -1.15851 1.88696 -0.40707
H7 0.73584 -0.94044 1.13988
H8 0.78269 -1.79685 -0.29292

Forces on the atoms, in the same order (eV/Å):
0.3 -3.3 1.9
-1.2 1.3 2.4
1.8 1.4 -2.2
0.6 0.3 -0.4
0.8 -0.3 0.0
-1.8 -0.4 0.0
0.4 0.2 -0.1
0.0 1.0 0.4
-0.1 1.2 -2.7
-2.0 -0.9 1.6
-0.3 -0.3 -1.6
1.3 -0.6 1.0
-0.2 0.6 0.3
0.4 -0.3 -0.6

---

[2]
This record from the OMol25 dataset describes the molecule C6H9NS. The level of theory is ωB97M-V/def2-TZVPD.

Molar mass = 127.21 u
SMILES = C[C@@H]1[C@@H]2[C@H]3[C@@H]2[C@H]3N1S
E_LUMO = 0.96 eV
Gap between HOMO and LUMO = 9.47 eV
Charge = 0

Cartesian coordinates (Å):
C1 -1.59261 0.07746 -1.20413
C2 -0.83837 -0.17381 0.09640
C3 -0.17971 1.08354 0.64779
C4 1.16695 1.24355 0.00176
C5 1.07651 0.73445 1.38780
C6 1.44718 -0.19797 0.27079
N1 0.33927 -1.01744 -0.15810
S1 0.30631 -2.60446 0.47517
H1 -0.92758 0.53528 -1.93181
H2 -2.43515 0.74012 -1.02400
H3 -1.96349 -0.86005 -1.60981
H4 -1.50574 -0.63943 0.83073
H5 -0.78741 1.93139 0.92501
H6 1.67236 2.03309 -0.50722
H7 1.48304 0.98648 2.34090
H8 2.42304 -0.64836 0.17415
H9 0.31540 -3.22383 -0.71542

Forces on the atoms, in the same order (eV/Å):
0.0 0.0 0.4
-0.5 0.2 -0.3
-0.2 0.0 0.1
-0.1 -0.5 0.2
-0.2 -0.2 -0.4
0.5 0.2 0.1
-0.2 -0.5 -0.1
0.0 0.2 -0.1
0.1 0.0 -0.1
-0.2 0.1 -0.1
-0.1 -0.1 -0.1
0.1 0.0 0.0
0.1 0.1 0.0
0.2 0.3 -0.1
0.2 0.2 0.2
0.1 0.1 0.0
0.0 -0.1 0.1

---

[3]
This record from the OMol25 dataset describes the ion C5H10ClN4S with charge +1 in a non-equilibrium geometry. The level of theory is ωB97M-V/def2-TZVPD.

Molar mass = 193.68 u
SMILES = CS/C(Cl)=C/N=C(/N)NC=[NH2+]
E_LUMO = -3.88 eV
Gap between HOMO and LUMO = 8.15 eV
Charge = +1

Cartesian coordinates (Å):
C1 -3.51034 -0.85772 -0.72415
S1 -2.13713 -1.13183 0.48334
C2 -0.69190 -0.71386 -0.40564
Cl1 -0.74371 0.52147 -1.54800
C3 0.45445 -1.34270 -0.00100
N1 1.75710 -1.13601 -0.43797
C4 2.25213 0.02977 -0.43330
N2 3.48992 0.36029 -0.83737
N3 1.43829 1.10124 0.09997
C5 0.69852 0.70303 1.18627
N4 -0.40418 1.41400 1.52120
H1 -4.11912 0.08461 -0.63541
H2 -4.11101 -1.76051 -0.64746
H3 -3.21169 -1.00121 -1.74235
H4 0.50872 -2.20504 0.67805
H5 3.97823 -0.48621 -1.02318
H6 3.87476 1.16336 -0.34032
H7 0.86453 1.59393 -0.54439
H8 1.19780 0.00388 1.94815
H9 -0.89673 2.03694 0.92764
H10 -0.68861 1.62257 2.47593

Forces on the atoms, in the same order (eV/Å):
-0.5 -0.1 0.2
-0.9 0.5 -0.7
0.3 -1.8 1.2
-0.4 0.2 -1.0
0.6 -0.4 -0.5
0.1 -0.1 -0.6
-0.9 0.5 0.3
-1.1 0.7 0.5
0.5 -1.0 2.4
0.0 1.5 0.9
1.3 -0.7 1.3
0.9 -1.0 0.3
-0.5 0.2 0.7
0.8 0.4 -0.6
-1.1 0.4 -0.2
1.2 -0.2 -0.2
0.4 -0.6 -0.5
-0.1 0.8 -1.0
-1.0 1.3 -1.2
0.1 0.4 -1.2
0.4 -1.0 -0.1

---

[4]
This record from the OMol25 dataset describes a cluster of 2 separate species, C11H21N3O6 in total in a non-equilibrium geometry. The level of theory is ωB97M-V/def2-TZVPD.

Molar mass = 291.30 u
SMILES = CNC(=O)[C@H](CO)NC(C)=O.CO/C=C\[C@H](N)C(=O)O
E_LUMO = 0.43 eV
Gap between HOMO and LUMO = 9.08 eV
Charge = 0

Cartesian coordinates (Å):
C1 4.97752 -0.72841 -2.92545
N1 3.54664 -0.52613 -3.13857
C2 2.77082 0.27145 -2.39627
O1 3.22198 0.90533 -1.44389
C3 1.27029 0.36598 -2.74681
C4 0.48022 0.94464 -1.56271
O2 -0.91113 0.94525 -1.83067
N2 0.64403 -0.89883 -3.17758
C5 0.82678 -1.50148 -4.35011
C6 -0.03253 -2.71049 -4.63081
O3 1.64711 -1.12276 -5.17544
H1 5.13544 -1.33435 -2.03186
H2 5.41609 -1.23195 -3.78797
H3 5.46933 0.23648 -2.78665
H4 3.11216 -0.96791 -3.94255
H5 1.19553 1.07006 -3.57541
H6 0.81527 1.96246 -1.35522
H7 0.66248 0.32929 -0.68070
H8 -1.11106 1.67134 -2.42885
H9 -0.08002 -1.26098 -2.57518
H10 0.12222 -3.45546 -3.85286
H11 -1.07823 -2.40938 -4.65248
H12 0.24572 -3.12781 -5.59771
C7 0.64668 1.19716 2.32025
O4 -0.52291 0.68285 2.97242
C8 -1.09603 1.58388 3.83326
C9 -2.30669 1.35758 4.45041
C10 -3.13944 0.11218 4.28715
N3 -3.88791 0.35012 3.03700
C11 -4.04984 -0.18749 5.52008
O5 -4.95771 -0.99469 5.37606
O6 -3.80978 0.43423 6.70327
H13 1.39019 1.52802 3.05311
H14 1.09853 0.41361 1.70440
H15 0.38723 2.04033 1.67160
H16 -0.60441 2.53453 4.02818
H17 -2.70390 2.14077 5.08878
H18 -2.47811 -0.75276 4.16531
H19 -3.24540 0.42852 2.24957
H20 -4.56933 -0.39547 2.88673
H21 -4.49785 0.10027 7.29812

Forces on the atoms, in the same order (eV/Å):
-0.4 0.4 0.3
-0.2 -0.6 -0.9
0.6 0.1 1.0
-0.4 0.0 -0.2
0.0 -0.3 -0.4
0.2 0.0 -0.3
-0.1 -0.2 0.1
0.0 0.6 1.3
0.1 -0.5 -1.0
0.0 0.1 0.1
0.3 0.3 -0.1
0.1 0.0 0.0
-0.2 0.1 0.1
0.0 -0.1 0.0
0.1 0.2 0.0
0.0 0.1 -0.2
0.3 -0.2 0.1
-0.2 0.1 0.0
0.0 0.0 0.0
0.0 0.1 0.0
-0.1 -0.1 0.0
-0.1 -0.1 0.1
0.0 0.1 0.1
0.0 0.0 0.0
0.2 0.6 0.2
-2.6 -0.6 1.1
2.4 0.2 -0.5
0.7 1.1 0.0
-1.0 -0.5 0.6
-1.1 -1.0 -1.4
1.0 1.1 0.6
0.2 -0.3 -1.1
-0.1 0.0 0.0
-0.3 0.0 0.2
0.0 -0.1 0.1
0.3 -0.2 -0.3
0.2 0.0 -0.1
0.0 -0.1 0.4
-0.2 -0.2 0.4
0.3 0.2 -0.1
0.0 0.0 0.1

---

[5]
This record from the OMol25 dataset describes a structure of composition C12H30N2O4Tl in a non-equilibrium geometry. The level of theory is ωB97M-V/def2-TZVPD.

Molar mass = 470.76 u
E_LUMO = -15.13 eV
Gap between HOMO and LUMO = 4.54 eV
Charge = +3

Cartesian coordinates (Å):
Tl1 1.09256 -25.16485 20.59863
C1 0.19120 -25.01579 16.72206
O1 0.35462 -25.86150 17.84188
C2 -0.04417 -27.15471 17.51661
C3 0.08819 -28.14502 18.64938
N1 -0.26417 -27.69010 20.01898
C4 -1.72659 -27.55210 20.14550
C5 -2.16434 -27.06794 21.52687
O2 -1.41730 -25.90676 21.81168
C6 -1.66759 -25.42179 23.13993
H1 -0.82254 -25.07353 16.33506
H2 0.94936 -25.24376 15.97280
H3 0.36969 -23.99817 17.05955
H4 0.56951 -27.54126 16.68795
H5 -1.05120 -27.16500 17.07214
H6 1.15837 -28.38948 18.73213
H7 -0.37100 -29.11465 18.41642
H8 -0.04857 -28.58152 20.49597
H9 -2.18191 -28.52808 19.93463
H10 -2.06804 -26.85587 19.38019
H11 -2.01876 -27.88181 22.24472
H12 -3.22236 -26.78980 21.42979
H13 -1.57016 -26.22278 23.87229
H14 -2.66745 -24.98744 23.16383
H15 -0.92361 -24.66983 23.32930
C7 3.52696 -25.51350 17.58733
O3 2.83054 -24.61416 18.46658
C8 3.40779 -23.33044 18.46472
C9 2.29643 -22.51370 19.10328
N2 2.24678 -22.98965 20.51916
C10 1.19645 -22.40603 21.40828
C11 1.49642 -22.91869 22.83689
O4 1.45144 -24.30759 22.89876
C12 1.61358 -24.73898 24.26463
H16 3.33522 -25.26481 16.53776
H17 3.15583 -26.52428 17.73788
H18 4.60208 -25.46435 17.76354
H19 3.68391 -23.03152 17.45310
H20 4.30117 -23.33957 19.10519
H21 1.36926 -22.72109 18.57266
H22 2.56990 -21.45121 19.03096
H23 3.16566 -22.69504 20.89615
H24 0.19047 -22.62726 21.05970
H25 1.36883 -21.31989 21.44901
H26 0.82131 -22.39537 23.52500
H27 2.51405 -22.56511 23.07351
H28 0.67737 -24.66489 24.81969
H29 2.39828 -24.12490 24.70134
H30 1.89782 -25.78875 24.29854

Forces on the atoms, in the same order (eV/Å):
-0.2 -1.1 -0.8
0.3 1.1 -0.2
0.2 -0.2 1.4
-1.0 -1.0 -1.2
2.3 0.5 0.1
-0.8 -1.5 -1.0
0.0 1.0 0.0
0.0 -0.2 -1.0
0.7 0.3 0.1
-0.3 0.0 -0.1
0.0 -0.1 -0.2
-0.2 -0.2 -0.2
-0.1 0.1 0.0
0.2 0.0 0.2
-0.1 0.2 0.4
-0.2 0.0 0.0
-0.4 0.3 0.0
0.6 1.1 1.0
0.1 0.0 0.1
0.0 0.0 0.0
0.0 0.4 0.3
0.1 -0.2 0.3
-0.1 0.0 0.0
0.0 0.0 0.2
0.1 0.4 0.1
0.0 -0.4 -0.5
0.2 -1.2 -0.1
-0.4 -0.3 0.4
0.8 0.0 -0.3
-1.5 0.7 -0.4
1.4 0.5 1.0
0.0 2.0 -0.9
-0.2 -0.6 -0.7
0.0 -0.9 0.8
0.0 0.2 0.2
0.1 0.0 0.3
0.0 -0.1 0.1
-0.2 0.3 0.0
0.1 0.2 -0.2
-0.1 0.2 0.2
-0.3 0.0 0.5
-0.3 -1.0 0.3
-0.2 0.0 -0.2
-0.4 -0.2 -0.1
-0.1 -0.5 0.1
-0.1 -0.2 0.1
0.1 0.4 -0.1
0.0 -0.1 0.2
0.2 0.1 -0.3

---

[6]
This record from the OMol25 dataset describes a structure of composition C20H23N5O2PTi. The level of theory is ωB97M-V/def2-TZVPD.

Spin multiplicity = 2
Molar mass = 444.28 u
⟨S²⟩ = 0.76
E_LUMO (alpha / beta) = -6.52 / -6.58 eV
Gap between HOMO and LUMO (alpha / beta) = 7.26 / 7.27 eV
Charge = +2

Cartesian coordinates (Å):
Ti1 -0.88983 -2.16543 -0.38921
O1 -2.65669 -2.18184 0.03598
C1 -3.48025 -1.95814 1.09231
C2 -4.84146 -2.15996 0.95965
C3 -5.67204 -1.93317 2.04826
C4 -5.15735 -1.50044 3.26588
C5 -3.79961 -1.29306 3.39369
C6 -2.93658 -1.51663 2.31202
C7 -1.52815 -1.28773 2.49252
N1 -0.63541 -1.47839 1.57848
N2 0.68505 -1.19582 1.94159
C8 1.47956 -1.60433 1.01355
O2 0.97911 -2.17003 -0.09847
C9 2.93220 -1.40826 1.08783
C10 3.75694 -1.93192 0.09224
C11 5.12724 -1.73570 0.15801
C12 5.67547 -1.01876 1.21314
C13 4.85556 -0.49957 2.20883
C14 3.48668 -0.69285 2.15167
H1 -5.23671 -2.50475 0.01401
H2 -6.73553 -2.10186 1.94458
H3 -5.81528 -1.33260 4.10630
H4 -3.38455 -0.96111 4.33735
H5 -1.17839 -0.93630 3.46071
H6 3.32711 -2.51369 -0.71238
H7 5.76996 -2.15637 -0.60336
H8 6.74615 -0.87456 1.26800
H9 5.28851 0.04440 3.03719
H10 2.84194 -0.31007 2.93113
C15 0.26663 3.16881 -1.01048
N3 1.32966 2.18200 -1.54276
C16 1.26143 2.19399 -3.07965
N4 -0.05091 1.89134 -3.52512
C17 -1.01756 2.84937 -2.98007
N5 -1.01449 2.83749 -1.51346
C18 -1.57180 1.60226 -0.95461
P1 -0.55679 0.15251 -1.47677
C19 1.11127 0.81051 -0.99294
C20 -0.44003 0.50046 -3.28908
H11 0.57831 4.15591 -1.35176
H12 0.30588 3.12017 0.07733
H13 2.25366 2.51126 -1.25386
H14 1.99011 1.46853 -3.43917
H15 1.55302 3.19822 -3.38581
H16 -2.01391 2.60880 -3.34442
H17 -0.75328 3.84996 -3.32223
H18 -2.59648 1.47632 -1.30779
H19 -1.60840 1.66172 0.13470
H20 1.89061 0.14442 -1.36558
H21 1.20239 0.85655 0.09321
H22 -1.40686 0.31107 -3.75852
H23 0.28391 -0.17272 -3.75266

Forces on the atoms, in the same order (eV/Å):
-0.1 0.0 0.5
0.3 -0.1 0.0
-0.1 0.0 0.0
0.0 0.0 0.0
0.0 0.0 0.0
0.0 0.0 0.0
0.0 0.0 0.0
-0.1 0.0 0.0
0.1 -0.1 0.0
-0.2 0.1 -0.2
0.0 0.0 0.0
0.0 0.0 0.0
-0.1 -0.1 -0.1
0.0 0.0 0.0
0.0 0.0 0.0
0.0 0.0 0.0
0.0 0.0 0.0
0.0 0.0 0.0
0.0 0.0 0.0
0.0 0.0 0.0
0.0 0.0 0.0
0.0 0.0 0.0
0.0 0.0 0.0
0.0 0.0 0.0
0.0 0.0 0.0
0.0 0.0 0.0
0.0 0.0 0.0
0.0 0.0 0.0
0.0 0.0 0.0
0.1 0.0 0.0
0.0 0.1 0.0
0.1 0.0 -0.1
-0.1 0.0 0.1
0.1 0.0 0.1
-0.2 -0.1 -0.1
0.0 0.1 -0.1
0.2 0.1 0.0
-0.1 -0.1 0.0
-0.1 0.1 -0.1
0.0 0.0 0.0
0.0 0.0 0.0
0.0 0.0 0.0
0.0 0.0 0.0
0.0 0.0 0.0
0.0 0.0 0.0
0.0 0.0 0.0
0.0 0.0 0.0
0.0 0.0 0.0
0.0 0.0 0.0
0.0 0.0 0.0
0.0 0.0 0.0
0.0 0.0 0.0

---

Here are the calculated relative energy (zero: lowest compared OMol25 entry of this formula, charge and spin) numbers, same order: 167.7 249.0 58.8 207.3 41.1 0.0 (kJ/mol).